37
Properties=species:S:1:pos:R:3:mulliken_charge:R:1 method="wB97M-V/def2-TZVPD" homo_lumo_gap_ev=6.45 total_charge=-1 spin_multiplicity=1 homo_energy_ha=-0.1371
C 3.4811 0.4109 0.9016 -0.159
C 3.1417 -0.5885 1.4759 -0.478
C 2.8310 -1.8319 2.1588 -0.725
C 1.6070 -2.5892 1.6031 0.254
O 2.0043 -3.3310 0.5065 -0.845
B 0.6762 -3.9167 0.0722 1.073
O -0.1991 -2.7093 0.1749 -0.833
C 0.4497 -1.7425 1.0443 0.100
B -0.6944 -1.2795 2.0601 0.725
O -2.0117 -1.4881 1.7632 -0.585
O -0.3479 -0.6164 3.2479 -0.664
H 3.9014 1.3592 0.6697 0.460
H 3.6794 -2.4991 2.0157 0.347
H 2.7358 -1.6600 3.2297 0.305
H 1.2316 -3.2109 2.4277 0.146
H 0.4168 -4.7948 0.9195 -0.368
H 0.6715 -4.3681 -1.0662 -0.296
H 0.7568 -0.9319 0.3749 -0.028
H -2.1813 -1.2206 0.8527 0.314
H -0.5793 0.3137 3.1821 0.252
C -1.0621 3.5725 -2.4455 -1.455
C -1.6385 3.1032 -1.1134 0.312
C -0.9252 1.8776 -0.5246 -0.486
O -1.2527 0.6493 -1.1369 -0.313
C -0.5358 0.3519 -2.3221 -0.855
N -3.0794 2.8806 -1.2725 -0.780
H -1.3722 2.9333 -3.2710 0.289
H -1.4113 4.5808 -2.6705 0.362
H 0.0291 3.5916 -2.4186 0.342
H -1.5049 3.9193 -0.3962 0.418
H -1.2445 1.7732 0.5173 0.226
H 0.1635 2.0186 -0.5078 0.380
H 0.4895 0.7283 -2.2745 0.348
H -1.0411 0.7552 -3.2048 0.270
H -0.5037 -0.7331 -2.4137 0.316
H -3.4854 2.6760 -0.3639 0.287
H -3.1960 2.0166 -1.7956 0.342



132
Properties=species:S:1:pos:R:3:mulliken_charge:R:1 method="wB97M-V/def2-TZVPD" homo_lumo_gap_ev="7.49 / 6.90" total_charge=0 spin_multiplicity=2 e_above_lowest_kj_mol=0.0 homo_energy_ha="-0.2662 / -0.2879"
Mg -0.1368 0.4615 -0.4667 -1.031
C -3.5157 1.3329 1.2058 -1.323
C -3.3987 0.2670 0.1517 0.360
C -4.5000 -0.4402 -0.2776 -1.291
C -4.3351 -1.3944 -1.2890 -0.872
C -3.1119 -1.5780 -1.8800 -0.826
C -2.0163 -0.7963 -1.4444 0.635
N -2.1814 0.0618 -0.3871 1.867
N -0.7592 -0.8142 -1.9644 -0.554
Si -0.3564 -0.8741 -3.6580 0.309
C -0.1912 -2.6106 -4.3363 -1.165
C -1.6522 0.0353 -4.6666 -1.016
C 1.3149 -0.0644 -3.8080 -0.823
H -4.4928 1.8123 1.1463 0.598
H -2.7480 2.0948 1.0640 -0.038
H -3.4133 0.9147 2.2106 0.472
H -5.4693 -0.2552 0.1656 0.539
H -5.1861 -1.9810 -1.6153 0.448
H -2.9536 -2.3157 -2.6561 0.479
H -0.9685 -3.2882 -3.9688 0.267
H 0.7798 -3.0436 -4.0747 0.188
H -0.2602 -2.5865 -5.4285 0.518
H -2.6082 0.0795 -4.1365 0.303
H -1.8257 -0.4595 -5.6260 0.557
H -1.3338 1.0625 -4.8702 0.129
H 2.0811 -0.7123 -3.3738 0.264
H 1.3337 0.8817 -3.2596 -0.025
H 1.5815 0.1396 -4.8508 0.420
C 0.3755 9.0922 -6.4773 -1.573
C 0.2992 7.9602 -5.4849 0.626
C -0.7643 7.0668 -5.4951 -0.883
C -0.8452 6.0047 -4.5999 0.559
C -2.0442 5.0874 -4.6884 -0.698
C 0.1826 5.8304 -3.6554 -0.264
Te 0.2352 3.8391 -2.6140 0.381
N 0.4523 2.3772 -0.9978 0.024
C 1.3123 2.2281 -0.0155 1.278
O 1.1750 1.2014 0.7725 -0.560
C 2.4552 3.1312 0.3295 -0.344
C 2.5957 3.5317 1.6560 -0.182
C 3.6558 4.3427 2.0289 -0.528
C 4.6044 4.7265 1.0866 -0.529
C 4.4884 4.2924 -0.2263 -0.690
C 3.4120 3.4998 -0.6055 -0.113
C -1.4843 4.3348 -1.4743 0.394
C -1.4424 5.4058 -0.5685 0.646
C -0.1950 6.2143 -0.3082 -1.386
C -2.5982 5.7276 0.1377 -1.036
C -3.7778 5.0098 -0.0110 0.728
C -5.0132 5.3672 0.7755 -1.719
C -3.7786 3.9312 -0.8816 -0.893
C -2.6530 3.5729 -1.6179 1.193
C -2.7837 2.3958 -2.5562 -1.254
C 1.2518 6.7295 -3.6173 1.319
C 2.3700 6.6427 -2.6103 -1.547
C 1.2869 7.7834 -4.5301 -0.779
H -0.2854 8.9165 -7.3256 0.360
H 1.3915 9.2128 -6.8538 0.383
H 0.0821 10.0381 -6.0157 0.297
H -1.5543 7.1925 -6.2298 0.316
H -2.7177 5.4156 -5.4796 0.394
H -2.5983 5.0745 -3.7491 0.096
H -1.7453 4.0590 -4.9070 0.008
H 1.8688 3.1941 2.3869 0.163
H 3.7526 4.6619 3.0597 0.449
H 5.4405 5.3495 1.3800 0.398
H 5.2376 4.5705 -0.9583 0.441
H 3.3364 3.1378 -1.6245 0.511
H 0.6733 5.5677 -0.1597 0.078
H -0.3183 6.8270 0.5844 0.486
H 0.0233 6.8742 -1.1490 0.131
H -2.5686 6.5642 0.8294 0.402
H -4.9711 6.3976 1.1277 0.416
H -5.1167 4.7210 1.6511 0.278
H -5.9123 5.2466 0.1698 0.376
H -4.6847 3.3417 -0.9984 0.441
H -3.2593 2.7023 -3.4917 0.597
H -3.4095 1.6198 -2.1118 0.520
H -1.8238 1.9483 -2.8018 -0.446
H 2.3361 5.7163 -2.0497 -0.264
H 2.3056 7.4627 -1.8906 0.364
H 3.3434 6.7125 -3.1002 0.562
H 2.1189 8.4820 -4.4895 0.410
C 0.8045 -2.2633 4.4807 -1.509
P 0.2658 -1.2591 3.0273 1.250
C -1.5496 -1.5891 3.1422 -1.024
C 0.3095 0.4180 3.7808 0.230
C 1.2364 0.7789 4.7554 -0.684
C 1.2699 2.0747 5.2623 -0.744
C 0.3754 3.0300 4.8041 -0.628
C -0.5437 2.6878 3.8183 -0.482
C -0.5617 1.3997 3.3087 0.328
H 1.8910 -2.2528 4.5756 0.394
H 0.4931 -3.2983 4.3289 0.436
H 0.3598 -1.8950 5.4068 0.445
H -1.9614 -1.2734 4.1022 0.413
H -1.7123 -2.6612 3.0117 0.494
H -2.0784 -1.0821 2.3340 -0.060
H 1.9507 0.0546 5.1265 0.348
H 2.0014 2.3361 6.0175 0.404
H 0.3998 4.0366 5.2025 0.386
H -1.2373 3.4287 3.4370 0.445
H -1.2542 1.1555 2.5139 -0.626
C 0.7027 -7.2755 1.7773 -1.445
C 1.7248 -6.1969 1.4339 -0.011
C 1.0711 -4.8179 1.3880 -0.327
N 1.9019 -3.8064 0.7344 0.282
C 1.5357 -2.9221 -0.2106 -0.624
S 2.3580 -1.4835 -0.3965 -0.331
N 0.4215 -3.2090 -0.9762 1.493
C -0.0698 -4.4247 -1.4468 -0.264
O -1.2477 -4.5380 -1.7048 -0.587
C 0.8948 -5.5386 -1.6946 0.572
C 2.2420 -5.3131 -1.9577 0.104
C 3.0802 -6.3844 -2.2268 -0.768
C 2.5768 -7.6786 -2.2331 -0.451
C 1.2257 -7.9027 -1.9924 -0.666
C 0.3854 -6.8324 -1.7348 -0.525
H 1.1696 -8.2593 1.8339 0.367
H -0.0789 -7.3173 1.0146 0.287
H 0.2216 -7.0769 2.7390 0.405
H 2.1850 -6.4090 0.4678 0.068
H 2.5237 -6.1937 2.1804 0.521
H 0.8678 -4.4821 2.4079 0.050
H 0.1107 -4.8724 0.8807 0.219
H 2.6846 -3.4601 1.2693 0.355
H -0.0939 -2.3802 -1.2838 -0.440
H 2.6412 -4.3052 -1.9698 0.318
H 4.1280 -6.2082 -2.4337 0.440
H 3.2352 -8.5130 -2.4387 0.400
H 0.8282 -8.9093 -2.0141 0.430
H -0.6728 -6.9783 -1.5596 0.593